Record 1
12
Properties=species:S:1:pos:R:3:forces:R:3 method="wB97M-V/def2-TZVPD" lumo_energy_ev=0.5 e_homo_ev=-8.75 relative_energy_kj_mol=399.43 smiles="O=C[C@@H]1C[C@@H]1O" orbital_gap_ha=0.3407
O 0.999680 -0.452316 2.333051 0.81 2.48 -6.37
C 1.154309 0.124199 1.113862 0.04 -2.37 8.07
C 0.775334 -0.574842 -0.097641 -0.71 1.35 1.80
C 0.040318 0.142626 -1.127144 0.01 0.26 -1.47
C -1.026118 -0.299776 -0.236460 0.65 -1.80 -0.44
O -1.871532 0.488788 0.464592 0.35 0.11 0.97
H 1.651141 1.108979 1.316467 -0.60 -0.30 -1.28
H 1.431793 -1.410494 -0.327819 -0.94 -0.51 0.18
H 0.121716 -0.408964 -2.053827 -0.30 0.41 -0.47
H 0.199381 1.210314 -1.194400 -0.06 0.25 -0.26
H -1.457510 -1.291261 -0.285376 0.26 0.01 -0.53
H -2.018509 1.362751 0.094694 0.49 0.12 -0.21


Record 2
94
Properties=species:S:1:pos:R:3:forces:R:3 method="wB97M-V/def2-TZVPD" multiplicity=5 lumo_energy_ev="-5.1 / -8.0" e_homo_ev="-13.75 / -13.99" charge=+2 relative_energy_kj_mol=49.28 orbital_gap_ha="0.3177 / 0.2214"
Rh 0.914386 1.465628 -1.321772 -0.46 -0.02 0.36
N 2.742827 2.202833 0.030625 -0.16 0.23 -0.15
C 2.476158 3.556738 0.541780 -0.07 -0.11 -0.07
C 1.070862 3.557589 1.104273 0.07 -0.02 -0.08
N 0.088367 3.172763 0.070358 -0.10 -0.13 -0.14
C -0.543100 4.292174 -0.662247 0.12 -0.05 -0.01
C 0.174848 4.557300 -1.968335 0.00 -0.08 0.05
N 0.243374 3.296133 -2.716703 0.27 0.04 0.17
H 3.643522 2.141238 -0.424809 0.07 -0.05 -0.06
H 2.768440 1.547002 0.799416 0.03 -0.18 0.17
H 3.181102 3.860366 1.312887 0.11 0.01 0.08
H 2.562678 4.263211 -0.282681 0.05 0.01 0.00
H 1.011394 2.823992 1.913092 -0.03 0.02 -0.02
H 0.832599 4.534787 1.523978 -0.08 0.04 0.03
H -0.627271 2.610687 0.506878 -0.16 0.02 0.19
H -1.582443 4.027470 -0.868478 0.01 -0.04 0.03
H -0.548240 5.199563 -0.059120 -0.06 0.02 0.11
H -0.351301 5.337248 -2.515033 -0.02 0.08 -0.11
H 1.190144 4.905859 -1.789778 0.03 0.01 -0.03
H -0.664408 3.054033 -3.092686 -0.14 -0.08 -0.11
H 0.883017 3.362865 -3.499355 0.05 -0.04 -0.06
F 5.608502 2.460868 -4.061327 0.24 0.13 -0.01
C 4.488067 1.757968 -4.010225 -0.12 -0.06 0.03
C 3.602879 1.986651 -2.968921 -0.01 0.13 0.25
C 2.437656 1.248662 -2.913635 0.03 0.14 0.00
C 2.098285 0.333404 -3.913837 -0.20 -0.06 0.13
C 3.037131 0.140111 -4.922829 0.09 0.03 -0.01
F 2.791093 -0.724643 -5.904610 -0.06 -0.17 -0.18
C 4.230667 0.828258 -4.990099 0.13 -0.08 -0.18
C 0.743308 -0.264006 -3.899614 -0.01 0.00 -0.01
C 0.284916 -1.271879 -4.737610 -0.07 -0.12 -0.07
C -1.047149 -1.655412 -4.678141 -0.01 -0.05 -0.06
C -1.906823 -1.035231 -3.786535 -0.10 -0.07 -0.17
C -1.379899 -0.074058 -2.953876 0.15 0.28 -0.08
N -0.096515 0.292118 -3.005519 0.00 0.04 0.18
H 3.860504 2.753134 -2.243184 -0.01 -0.07 -0.17
H 4.926902 0.650760 -5.800871 -0.06 0.01 0.06
H 0.951086 -1.754778 -5.431005 0.03 0.02 -0.03
H -1.412658 -2.433548 -5.339504 0.05 0.06 0.06
H -2.955561 -1.296478 -3.728448 0.06 0.02 -0.01
H -2.000370 0.430205 -2.221018 0.07 -0.01 0.00
O -0.063593 0.143088 0.265156 0.22 0.43 -0.05
P -0.524793 -0.764874 1.419059 -0.03 -0.36 0.03
C -2.004730 -1.716598 0.916364 0.20 0.06 -0.14
C -2.186629 -3.034579 1.689681 -0.20 -0.08 -0.16
C -3.478683 -3.707273 1.219203 0.08 0.02 -0.14
C -3.422460 -4.061652 -0.290617 0.07 0.11 0.07
C -2.220739 -3.418363 -0.995136 -0.13 0.03 0.16
C -2.071145 -1.942899 -0.624920 -0.05 -0.18 0.18
C -0.869581 0.263650 2.886656 -0.05 0.08 -0.18
C -1.185067 -0.487727 4.200404 -0.11 -0.11 -0.04
C -2.675256 -0.713728 4.468824 0.03 0.14 -0.05
C -3.457589 0.590268 4.359988 0.05 -0.04 -0.08
C -3.324448 1.146061 2.947073 0.11 0.00 0.10
C -1.859045 1.418970 2.586941 -0.05 -0.11 0.11
C 0.699871 -2.016660 1.925266 0.16 0.21 -0.19
C 1.835477 -1.523723 2.833152 0.00 -0.05 -0.08
C 2.856032 -0.633048 2.124084 -0.05 -0.05 -0.21
C 3.057923 -1.025524 0.643010 0.14 -0.16 0.25
C 2.737138 -2.503282 0.433046 -0.13 0.08 0.08
C 1.240171 -2.769449 0.667690 0.15 0.10 0.13
H -2.822688 -1.055912 1.206234 -0.14 0.00 -0.01
H -2.229678 -2.857399 2.765032 0.07 -0.05 -0.05
H -1.347753 -3.710313 1.505018 -0.02 0.05 0.01
H -4.315251 -3.032479 1.421511 0.00 -0.02 -0.01
H -3.654276 -4.602357 1.813741 -0.02 -0.02 0.00
H -4.341850 -3.735137 -0.781749 0.01 -0.01 0.03
H -3.371520 -5.141668 -0.422918 -0.02 -0.02 0.01
H -2.337795 -3.505074 -2.077098 0.04 -0.03 0.00
H -1.304640 -3.957887 -0.740982 0.01 0.02 -0.02
H -2.928579 -1.394361 -1.028156 0.03 -0.01 0.08
H -1.187474 -1.532384 -1.110270 -0.01 -0.04 0.10
H 0.125981 0.712025 3.003538 0.02 0.07 0.05
H -0.790479 0.114838 5.023832 0.03 -0.01 -0.03
H -0.648629 -1.440492 4.233128 -0.04 0.09 0.06
H -2.785069 -1.143612 5.464066 0.00 -0.05 0.00
H -3.099220 -1.433288 3.761378 0.00 0.05 0.07
H -3.071751 1.317232 5.083607 -0.04 -0.03 -0.01
H -4.508112 0.421635 4.597607 0.01 0.03 0.02
H -3.885340 2.076161 2.843465 -0.01 -0.01 -0.02
H -3.766789 0.434160 2.244804 -0.02 0.01 -0.01
H -1.533092 2.298232 3.153615 0.00 -0.04 -0.05
H -1.809006 1.671534 1.524276 0.00 0.06 -0.02
H 0.097511 -2.696252 2.530131 0.03 -0.04 -0.06
H 2.339467 -2.414972 3.209380 0.00 -0.03 0.02
H 1.437241 -1.013040 3.711036 0.06 -0.06 0.00
H 3.805794 -0.704633 2.652775 0.03 0.06 0.03
H 2.525785 0.406847 2.226790 0.04 0.07 -0.02
H 4.081045 -0.808386 0.330725 0.00 0.00 0.00
H 2.399162 -0.444404 -0.001368 -0.15 0.07 -0.13
H 3.342395 -3.099174 1.119296 -0.01 -0.05 -0.02
H 3.003001 -2.817034 -0.576794 0.02 -0.01 0.02
H 1.072795 -3.841398 0.776991 -0.04 0.00 0.02
H 0.697028 -2.455243 -0.229087 -0.01 -0.04 0.02


Record 3
92
Properties=species:S:1:pos:R:3:forces:R:3 method="wB97M-V/def2-TZVPD" lumo_energy_ev="-11.6 / -11.6" e_homo_ev="-17.15 / -17.14" charge=+3 relative_energy_kj_mol=141.40 orbital_gap_ha="0.2057 / 0.2056"
Os 0.453047 -1.542366 0.005279 -1.01 0.42 -0.61
C -3.902958 1.734976 -4.701667 0.13 -0.06 0.07
C -4.339919 1.238921 -3.313838 -0.26 0.18 -0.03
C -4.761554 2.431723 -2.430768 0.17 -0.08 -0.05
C -5.540119 0.302213 -3.464784 0.16 -0.06 -0.04
C -3.169542 0.564331 -2.637248 -0.05 -0.22 0.10
C -3.200372 -0.769277 -2.220407 0.17 0.17 0.05
C -2.139205 -1.284508 -1.513319 -0.41 -0.23 -0.05
N -1.033618 -0.587053 -1.203672 0.72 -0.57 0.42
C -0.948809 0.680490 -1.657008 -0.20 0.25 -0.23
C -1.989066 1.260847 -2.356442 0.11 0.02 0.05
C 0.310149 1.378268 -1.361080 0.13 0.22 -0.01
C 0.550797 2.688881 -1.731917 -0.05 -0.11 0.00
C 1.769600 3.316643 -1.462379 0.16 -0.04 0.14
C 2.724395 2.537133 -0.811998 -0.17 -0.08 -0.08
C 2.418767 1.238100 -0.458304 0.37 -0.07 0.18
N 1.246084 0.656226 -0.709097 -0.49 -1.84 0.81
C 2.000501 4.761290 -1.844378 0.12 0.44 0.03
C 0.948927 5.629113 -1.126828 -0.08 -0.20 -0.10
C 3.386154 5.265213 -1.429086 -0.06 -0.24 -0.04
C 1.862294 4.914233 -3.367298 -0.11 -0.15 0.02
H -4.750381 2.194759 -5.206597 -0.01 0.04 0.01
H -3.548885 0.908531 -5.318697 -0.02 -0.01 -0.04
H -3.105915 2.476088 -4.632785 -0.01 0.05 -0.04
H -5.613053 2.935475 -2.883996 -0.01 0.01 -0.02
H -3.955009 3.158485 -2.329349 -0.03 0.07 0.02
H -5.054862 2.093667 -1.435929 -0.03 0.02 0.03
H -6.370848 0.835525 -3.922797 0.03 0.07 0.00
H -5.885839 -0.064902 -2.497353 -0.04 -0.06 0.00
H -5.306407 -0.540840 -4.116894 -0.04 -0.07 0.03
H -4.048688 -1.403152 -2.424997 -0.02 -0.03 0.03
H -2.197295 -2.303774 -1.161507 0.08 0.10 0.00
H -1.894498 2.281875 -2.690390 0.00 0.03 -0.01
H -0.216484 3.250051 -2.241915 -0.03 -0.03 -0.02
H 3.702257 2.926013 -0.573056 0.02 0.00 0.01
H 3.162486 0.648389 0.059116 -0.04 0.10 -0.06
H 1.024156 5.523071 -0.044101 0.01 0.02 0.03
H -0.065010 5.365800 -1.431061 -0.05 0.06 0.01
H 1.113399 6.674837 -1.378946 -0.01 0.02 -0.01
H 3.523903 5.204818 -0.348546 0.09 -0.01 0.02
H 3.495578 6.310434 -1.711281 -0.06 0.01 -0.02
H 4.176174 4.712346 -1.939619 0.08 -0.01 0.07
H 0.861242 4.652698 -3.713088 -0.02 0.04 -0.04
H 2.579297 4.286027 -3.896470 0.04 0.00 -0.01
H 2.053556 5.950027 -3.641177 -0.03 0.02 -0.02
C 0.337051 -2.380465 4.217106 -0.02 0.13 -0.05
C -0.882269 -1.757893 3.541905 0.26 -0.11 -0.23
As -0.349155 -0.554349 2.087423 -0.07 0.59 0.31
C 1.024529 0.635596 2.842012 -0.10 -0.15 -0.03
C 0.582158 1.341524 4.123420 -0.08 -0.08 -0.05
C -1.900677 0.596745 1.667206 0.00 -0.15 -0.13
C -2.793859 0.957223 2.850982 0.17 -0.11 0.11
H 0.021496 -3.134230 4.936908 0.00 -0.02 0.00
H 0.914028 -1.631588 4.759296 0.03 -0.02 -0.01
H 0.990276 -2.855802 3.485491 0.06 -0.07 0.07
H -1.463683 -1.170048 4.254258 -0.03 0.07 -0.15
H -1.539041 -2.520827 3.118473 -0.05 0.08 -0.02
H 1.264829 1.369442 2.070345 -0.01 -0.12 -0.07
H 1.914371 0.027410 3.019780 -0.03 -0.05 -0.07
H -0.191114 2.079723 3.920014 0.00 0.00 0.05
H 1.430412 1.868694 4.558639 0.01 -0.01 -0.01
H 0.211391 0.640573 4.871375 -0.01 0.05 0.04
H -2.491021 0.068079 0.917244 0.10 -0.01 -0.03
H -1.490190 1.493506 1.195824 0.08 -0.07 -0.02
H -3.242623 0.069623 3.295042 -0.04 0.04 0.03
H -3.604580 1.594620 2.498758 0.00 -0.01 -0.02
H -2.257770 1.505665 3.622293 -0.05 -0.03 0.04
C 1.558823 -5.837070 -0.403775 -0.04 0.48 0.30
Si 0.629308 -4.695940 0.763860 -1.08 -1.31 -0.18
C -0.976454 -4.112467 -0.050073 0.71 0.09 0.18
C 0.296078 -5.419681 2.471721 0.22 0.35 -0.35
N 1.482438 -3.088929 0.859743 1.13 2.62 -0.37
C 2.786431 -3.040558 1.243409 0.29 0.09 0.04
C 3.480576 -4.160057 1.793120 -0.17 -0.04 -0.16
C 4.810973 -4.072255 2.108961 0.20 -0.13 0.15
C 5.521843 -2.887037 1.895328 -0.35 0.00 -0.11
C 4.863582 -1.762200 1.375248 0.10 0.00 0.00
C 3.533118 -1.834426 1.072963 -0.19 -0.08 -0.03
H 0.953142 -6.730299 -0.568327 -0.09 0.01 0.03
H 2.518316 -6.163835 -0.005690 0.01 -0.04 0.02
H 1.743170 -5.378330 -1.376190 -0.03 0.04 -0.01
H -1.672064 -4.949456 -0.130726 -0.07 -0.03 0.06
H -0.788568 -3.777033 -1.074931 -0.08 -0.07 -0.04
H -1.490336 -3.338671 0.535303 -0.07 0.01 0.00
H 0.053775 -6.477572 2.357097 -0.02 -0.04 -0.11
H -0.551440 -4.942235 2.962553 -0.03 0.05 -0.02
H 1.149886 -5.357248 3.145095 0.00 -0.02 0.04
H 2.963903 -5.093772 1.956834 0.02 -0.03 0.05
H 5.320531 -4.931617 2.522507 0.00 -0.02 0.00
H 6.578709 -2.838517 2.119742 0.02 -0.01 0.05
H 5.421183 -0.851671 1.205755 -0.01 0.03 0.00
H 3.004095 -0.993993 0.644354 0.06 -0.14 0.14


Record 4
11
Properties=species:S:1:pos:R:3:forces:R:3 method="wB97M-V/def2-TZVPD" lumo_energy_ev=1.0 e_homo_ev=-9.06 relative_energy_kj_mol=204.69 smiles=C#Cc1ccn[nH]1 orbital_gap_ha=0.3685
C 2.768596 -0.390269 0.288241 -0.40 0.20 -0.22
C 1.628269 -0.118212 0.009408 0.63 0.07 0.09
C 0.231312 0.105229 -0.135107 -0.11 0.04 -0.09
C -0.733223 -0.718523 -0.663969 -0.12 0.23 0.02
C -1.954047 -0.201727 -0.172353 -0.03 0.09 -0.15
N -1.759210 0.917491 0.512600 -0.01 -0.17 -0.14
N -0.435805 1.087158 0.523943 0.14 0.23 0.19
H 3.780346 -0.624113 0.534807 -0.14 0.04 -0.09
H -0.513308 -1.432836 -1.428092 -0.22 -0.75 0.23
H -2.957290 -0.611522 -0.234007 0.26 0.17 -0.25
H -0.055640 1.987327 0.764528 0.02 -0.15 0.41


Record 5
24
Properties=species:S:1:pos:R:3:forces:R:3 method="wB97M-V/def2-TZVPD" lumo_energy_ev=0.9 e_homo_ev=-8.98 relative_energy_kj_mol=30.64 smiles=Cc1ccccc1.CCO orbital_gap_ha=0.3647
C 2.569096 1.164745 -1.844391 0.13 0.29 -0.24
C 1.908574 0.802745 -0.540546 0.42 -0.44 -0.13
C 0.988454 1.651538 0.051200 -0.05 0.04 0.12
C 0.353392 1.307633 1.240521 -0.13 0.13 -0.39
C 0.641415 0.092440 1.830953 0.11 -0.08 0.41
C 1.549526 -0.771185 1.238496 0.25 -0.36 0.16
C 2.197297 -0.429996 0.064973 -0.49 0.59 -0.41
H 3.475769 0.588890 -2.009171 -0.02 -0.27 -0.02
H 2.894877 2.207895 -1.895705 -0.24 0.01 0.19
H 1.898152 1.005137 -2.695740 0.07 -0.06 0.11
H 0.777514 2.592318 -0.439887 -0.11 0.10 0.06
H -0.403495 1.967535 1.648238 0.13 -0.03 0.14
H 0.193816 -0.199118 2.773842 -0.18 0.08 -0.13
H 1.744656 -1.727853 1.713010 0.04 0.06 -0.06
H 2.868131 -1.105446 -0.452632 0.08 -0.06 0.23
C -2.791389 -0.801902 -0.927838 0.00 0.20 -0.13
C -2.178224 -1.389930 0.314716 -0.33 0.38 0.93
O -2.727965 -0.786186 1.504764 -0.29 0.11 -0.18
H -3.880357 -0.924353 -0.925337 0.10 -0.10 -0.03
H -2.392385 -1.273564 -1.823436 -0.01 -0.06 -0.09
H -2.579706 0.268304 -0.983937 0.02 -0.05 0.01
H -2.323474 -2.465669 0.388492 -0.05 -0.22 -0.21
H -1.114388 -1.183880 0.402821 0.07 -0.05 -0.31
H -3.669281 -0.590108 1.366600 0.47 -0.22 -0.02